Below is the molecule C5H15N3, with properties calculated with ωB97M-V/def2-TZVPD.

Summary:
E_HOMO: -7.55 eV
Kohn-Sham gap: 8.6 eV
Molar mass: 117.20 g/mol

Last column: Löwdin charge in e.
Cartesian coordinates (Å):
C 1.48315 0.19382 -0.86890  -0.40
C -0.05729 0.62037 -0.72035  -0.17
C -3.19360 -0.75650 0.58540  -0.15
C 1.88808 -1.13303 -0.23300  -0.10
C 2.40302 1.32021 -0.40411  -0.10
N -0.82673 -0.19095 0.23407  -0.23
N -2.26273 0.08531 -0.16165  -0.09
N -0.58512 0.30331 1.53669  0.04
H -2.38232 -0.16129 -1.14673  0.10
H 1.63358 0.08028 -1.95110  0.12
H 0.25431 -0.10971 1.93562  0.07
H -1.34502 0.08109 2.17650  0.06
H -0.12855 1.69283 -0.49072  0.11
H -0.45755 0.49282 -1.73414  0.10
H -4.16883 -0.76495 0.08443  0.08
H -3.36274 -0.35922 1.59208  0.06
H -2.84392 -1.79424 0.66267  0.07
H 1.91653 -1.07465 0.85865  0.06
H 2.89589 -1.41672 -0.55937  0.08
H 1.20971 -1.94066 -0.52410  0.07
H 2.31706 1.48657 0.67444  0.08
H 2.16319 2.25829 -0.91652  0.07
H 3.44988 1.08703 -0.62989  0.07

Below is a cluster of 2 separate species, CH5N3O2S in total, with properties calculated with ωB97M-V/def2-TZVPD.

Summary:
E_HOMO: -9.26 eV
Kohn-Sham gap: 9.1 eV
Molar mass: 123.14 g/mol

Last column: Löwdin charge in e.
Cartesian coordinates (Å):
C 0.33143 0.32505 -0.00357  -0.51
H -1.81726 -1.15683 1.54562  -0.14
H -0.46835 1.42939 1.49544  0.13
H -0.86906 -0.48270 -1.53317  0.17
H 1.70591 -0.23694 -2.50091  0.14
H 2.33426 -1.63783 -0.17513  0.30
N -0.86982 0.93083 0.59025  -0.46
N 0.05664 0.04694 -1.31007  -0.02
N 1.32697 0.21514 0.77324  -0.02
O 1.00750 -0.70417 -1.95980  -0.10
O 2.52176 -0.30275 0.25906  -0.20
S -2.16904 -0.01002 0.90135  0.71

Below is a structure of composition C12H27Br9O9S3, with properties calculated with ωB97M-V/def2-TZVPD.

Summary:
E_HOMO: -10.14 eV
Kohn-Sham gap: 9.9 eV
Molar mass: 1130.68 g/mol

Last column: Löwdin charge in e.
Cartesian coordinates (Å):
O 1.82310 -3.71254 -5.78695  -0.26
S 2.24756 -2.89965 -4.70038  0.54
O 3.51529 -2.24737 -4.75133  -0.27
O 1.12799 -1.83423 -4.50511  -0.25
C 1.29600 -0.81946 -3.47673  -0.27
C 2.16543 0.32414 -3.92670  -0.08
C 2.10339 -3.84747 -3.20370  -0.12
H 1.64817 -1.30306 -2.56651  0.04
H 0.28982 -0.45020 -3.28665  0.11
H 1.78095 0.73429 -4.86083  0.09
H 3.20749 0.05595 -4.08388  0.07
H 2.15509 1.10984 -3.16708  0.05
H 2.56964 -4.81470 -3.36926  0.08
H 1.04326 -3.98510 -3.01013  0.07
H 2.59048 -3.29148 -2.40767  0.02
O -2.41454 -3.02723 4.95108  -0.26
S -1.84247 -1.89365 4.29396  0.53
O -0.44323 -1.84400 4.00519  -0.33
O -2.58871 -1.71842 2.90813  -0.34
C -4.04002 -1.69827 2.88074  -0.24
C -4.44104 -0.67920 1.83919  -0.07
C -2.27079 -0.39126 5.14314  -0.11
H -4.47630 -1.40833 3.83296  0.11
H -4.33212 -2.69323 2.55728  0.13
H -5.52992 -0.62601 1.75888  0.09
H -4.07573 -0.93968 0.84683  0.08
H -4.10813 0.32388 2.11149  0.07
H -1.71815 -0.37106 6.07576  0.08
H -3.34944 -0.34575 5.23670  0.06
H -1.91015 0.38300 4.46569  0.05
O -0.80635 2.10898 -3.66913  -0.26
S -1.07843 3.37045 -3.08597  0.56
O -2.13694 4.20123 -3.56871  -0.27
O -1.32259 3.04177 -1.55499  -0.26
C -1.98641 4.01793 -0.75168  -0.28
C -2.37186 3.40269 0.56933  -0.08
C 0.41547 4.34443 -3.03092  -0.10
H -2.89016 4.37685 -1.25574  0.11
H -1.43571 4.96549 -0.66485  0.13
H -2.60938 2.35149 0.41463  0.04
H -3.28050 3.89324 0.92079  0.08
H -1.59830 3.49681 1.33075  0.04
H 1.12429 3.85780 -3.69583  0.07
H 0.83407 4.28579 -2.02806  0.07
H 0.16737 5.36498 -3.29660  0.07
C 2.36980 2.36690 3.93263  -1.61
Br 1.11563 3.47679 2.97052  0.56
Br 4.14806 2.69342 3.28495  0.58
Br 1.89245 0.51439 3.80725  0.63
H 2.32983 2.63923 4.97581  -0.03
C 4.59988 -4.33077 0.83554  -1.65
Br 3.50457 -5.87394 0.92520  0.60
Br 5.65323 -4.09931 2.42401  0.58
Br 3.52232 -2.75540 0.55424  0.58
H 5.28718 -4.40385 0.00729  -0.02
C 0.58317 -0.72204 0.88909  -1.62
Br -0.79081 0.38434 1.58726  0.67
Br 1.81906 0.33458 -0.13258  0.62
Br -0.20536 -2.14395 -0.16044  0.61
H 1.12346 -1.25008 1.66214  -0.08

Below is the molecule C20H29N3O4, with properties calculated with ωB97M-V/def2-TZVPD.

Summary:
E_HOMO: -8.20 eV
Kohn-Sham gap: 9.0 eV
Molar mass: 375.47 g/mol

Last column: Löwdin charge in e.
Cartesian coordinates (Å):
C 2.79926 2.72168 1.61305  -0.09
C 3.63800 1.77493 0.76202  -0.23
C 3.15549 0.32313 0.76389  -0.12
H 3.11622 -0.05008 1.78910  0.13
H 3.87895 -0.26623 0.20170  0.12
C 1.76581 0.09330 0.13003  -0.26
C 0.68849 0.58676 1.07948  -0.42
O 0.60041 0.20120 2.22293  0.10
N -0.23634 1.46795 0.58845  0.22
C -0.30361 1.99451 -0.69150  -0.39
N -1.12962 2.83305 -1.15140  0.10
C -2.24248 3.34661 -0.40436  -0.22
H -2.02935 3.44982 0.66952  0.11
H -2.45010 4.34014 -0.81026  0.11
C -3.49435 2.45732 -0.58907  -0.13
C -3.17458 1.06246 -0.14503  -0.26
C -3.23677 0.70078 1.18900  -0.06
C -2.74499 -0.52602 1.61393  -0.01
C -2.17618 -1.40780 0.71098  -0.21
C -2.15635 -1.06770 -0.66025  -0.20
C -2.65001 0.15736 -1.06586  0.02
H -2.61232 0.44536 -2.10427  0.12
O -1.58720 -1.99281 -1.48795  -0.09
C -1.48697 -1.69328 -2.85770  -0.07
H -0.86681 -0.80708 -3.03266  0.09
H -2.47173 -1.54409 -3.31167  0.10
H -1.00925 -2.55960 -3.31260  0.10
O -1.60564 -2.59967 1.03223  -0.07
C -1.35998 -2.86536 2.39314  -0.07
H -2.29058 -3.01313 2.95102  0.09
H -0.77845 -2.06015 2.85320  0.09
H -0.78369 -3.78893 2.41046  0.10
H -2.78768 -0.77349 2.66176  0.11
H -3.65721 1.38221 1.91478  0.12
H -4.30780 2.88339 -0.00092  0.11
H -3.77339 2.46710 -1.64247  0.11
N 0.69731 1.55904 -1.53508  0.21
C 1.73711 0.71349 -1.25168  -0.41
O 2.56781 0.48653 -2.10094  0.10
H 0.68386 1.97358 -2.45995  0.17
H -0.98979 1.70501 1.22449  0.14
C 1.47740 -1.43330 0.01490  -0.11
C 2.41586 -2.24839 -0.86926  -0.23
C 1.89465 -3.67630 -0.98953  -0.09
H 2.52744 -4.25760 -1.65591  0.07
H 0.87945 -3.67993 -1.37894  0.07
H 1.88334 -4.16061 -0.01550  0.07
H 2.48372 -1.79816 -1.85967  0.10
H 3.41981 -2.27103 -0.44336  0.11
H 0.46181 -1.56387 -0.36195  0.11
H 1.50109 -1.83464 1.03044  0.13
H 3.68193 2.14407 -0.26498  0.11
H 4.65977 1.77355 1.14936  0.11
H 3.31803 3.66996 1.73706  0.07
H 1.83787 2.92957 1.14982  0.06
H 2.62233 2.29537 2.59798  0.08

Below is a structure of composition C5H9NO2, with properties calculated with ωB97M-V/def2-TZVPD.

Summary:
E_HOMO: -8.66 eV
Kohn-Sham gap: 8.5 eV
Molar mass: 115.13 g/mol

Last column: Löwdin charge in e.
Cartesian coordinates (Å):
C -2.06702 -1.13704 0.42087  -0.03
C -0.66529 -0.83422 0.88644  -0.48
C 1.17735 -1.04418 -1.19236  0.06
N 0.38738 -0.27774 -0.60350  0.03
O 0.03933 -1.56571 1.55237  -0.02
H -2.72551 -1.19879 1.28532  0.09
H -2.43160 -0.34901 -0.23688  0.07
H -2.07637 -2.08838 -0.11328  0.08
H 1.46270 -0.87958 -2.22739  0.09
H 1.51643 -1.98483 -0.76319  0.10
C 1.42805 1.87404 0.16856  0.02
C 0.16761 1.16532 -0.28329  -0.50
O -0.80330 1.70695 -0.78052  0.06
H -0.60844 0.45593 1.11278  0.15
H 1.15786 2.85495 0.55357  0.09
H 1.96067 1.28657 0.91559  0.09
H 2.08014 2.01573 -0.69509  0.10

The following strongest force on any atom values (in eV/Å) correspond, in order, to the records above: 2.71, 5.72, 1.54, 0.61, 4.46.
The following energy above the lowest of the compared OMol25 structures with the same formula, charge and spin values (in eV) correspond, in order, to the records above: 3.066, 6.682, 0.000, 0.935, 4.341.